[1]
Entry from OMol25: a structure of composition C39H52CrN7O2PS5Si (ωB97M-V/def2-TZVPD).

Summary:
molecular weight: 922.28 g/mol
E_HOMO (spin up / spin down): -9.829 / -9.754 eV
LUMO level (spin up / spin down): -3.536 / -2.367 eV
charge: +1
multiplicity: 4
energy relative to the best compared isomer or geometry (same formula, charge and spin): 0.0 kcal/mol

Geometry as XYZ:
```
108
Properties=species:S:1:pos:R:3:forces:R:3
Cr -0.256946 -0.450119 -0.068034 -1.3862 -0.8213 0.7164
N -1.964885 -1.167463 1.302905 0.6380 0.2107 -0.2119
N -2.724683 -2.325590 1.148026 0.1426 -0.2589 -0.1339
C -2.596265 -3.138224 0.062642 -0.1067 -0.0175 -0.1687
N -3.599357 -3.997461 -0.098548 0.0113 0.0815 0.0166
N -1.489894 -3.015076 -0.665577 -0.0928 -0.1532 0.2448
N -1.386002 -3.796428 -1.799033 0.1267 -0.3568 -0.3322
O -0.445841 -3.534410 -2.519374 -0.0427 0.1817 0.2850
O -2.172492 -4.711878 -2.062318 0.1709 0.4365 0.3129
H -1.600875 -1.146742 2.250842 0.0275 -0.0243 0.1378
H -2.578136 -0.365707 1.165338 -0.1644 0.0248 -0.0880
H -3.632952 -2.295857 1.577740 -0.1482 0.0156 0.0356
H -4.426632 -3.944346 0.468434 0.0010 0.0213 0.0178
H -3.525427 -4.652174 -0.859880 -0.0078 -0.1335 -0.1291
C 3.759280 -1.445236 -0.402620 0.0493 -0.0344 0.0334
C 2.972721 -2.310502 0.589879 -0.1221 0.0329 -0.0037
C 2.116977 -3.292653 -0.218853 0.0129 -0.0821 -0.0089
C 3.956105 -3.121387 1.441861 0.0106 -0.0507 -0.0606
P 1.733912 -1.265472 1.587668 0.2831 -0.3711 0.0640
C 1.146208 -2.493759 2.826365 0.0033 0.0600 -0.0030
C 1.746374 -2.736648 4.065560 -0.0240 -0.0074 0.0486
C 1.277446 -3.738517 4.902468 0.0125 0.0122 0.0099
C 0.207575 -4.535827 4.517372 -0.0208 -0.0105 -0.0086
C -0.391967 -4.319362 3.286618 -0.0062 -0.0060 -0.0122
C 0.072660 -3.302754 2.460028 0.0536 -0.0845 0.1128
C 2.670095 0.049476 2.551946 -0.0682 0.1361 -0.1220
C 1.787805 0.507759 3.723219 0.0617 0.0732 0.0018
C 2.870141 1.248417 1.612307 0.1511 -0.0038 0.0233
C 4.058297 -0.351698 3.063617 0.0380 0.0636 0.0462
H 4.405195 -2.105000 -0.990987 -0.0387 0.0293 0.0369
H 4.406853 -0.721363 0.094900 -0.0341 -0.0556 -0.0455
H 3.099599 -0.930268 -1.100471 -0.0114 -0.0051 -0.0160
H 2.765245 -3.839486 -0.912315 -0.0497 0.0478 0.0611
H 1.360496 -2.783366 -0.816140 -0.0789 0.0127 -0.0984
H 1.623366 -4.030246 0.417237 0.0141 0.0475 -0.0208
H 4.384647 -3.901954 0.804379 -0.0072 0.0663 0.0410
H 3.474943 -3.622192 2.281354 -0.0209 -0.0121 -0.0118
H 4.781354 -2.520843 1.816572 -0.0346 -0.0298 0.0086
H 2.589050 -2.151518 4.398597 -0.0357 -0.0323 -0.0065
H 1.758375 -3.901506 5.860125 -0.0238 0.0113 -0.0657
H -0.148362 -5.323976 5.170898 0.0230 0.0577 -0.0480
H -1.214772 -4.947713 2.961150 0.0552 0.0713 0.0197
H -0.379541 -3.161682 1.495063 -0.0866 -0.0155 -0.2196
H 0.786480 0.782094 3.389966 0.0392 -0.0042 0.0111
H 2.242970 1.395913 4.175402 -0.0380 -0.0702 -0.0526
H 1.688588 -0.247488 4.499729 0.0017 0.0419 -0.0079
H 1.929535 1.632754 1.231422 -0.0646 0.0558 0.0310
H 3.510828 0.992988 0.764361 -0.0663 0.0601 0.0831
H 3.358553 2.056801 2.165420 -0.0249 -0.0513 -0.0097
H 4.075923 -1.260645 3.659875 0.0256 0.0397 -0.0373
H 4.423043 0.464997 3.694938 -0.0031 -0.0477 -0.0345
H 4.769635 -0.469424 2.245516 -0.0436 0.0165 0.0591
C 2.838258 2.152702 -2.093319 -0.0346 -0.0757 0.0412
C 1.816730 1.307658 -1.499573 0.7137 0.5970 -0.4639
N 1.061217 0.633217 -0.979949 0.0949 0.0554 -0.2626
H 2.971929 3.037870 -1.470663 -0.0236 -0.0105 0.0203
H 2.539539 2.440176 -3.103719 -0.0122 -0.0410 0.0502
H 3.770887 1.587178 -2.151440 -0.0640 0.0268 0.0224
N 1.125998 -1.290839 -3.365374 0.0287 0.1136 -0.1853
C 1.578071 -0.257260 -4.196534 0.0119 -0.0815 0.1735
C 0.761510 0.849054 -4.440651 -0.0090 0.0511 -0.1242
C 1.221780 1.911347 -5.208080 -0.0623 -0.0588 0.0299
C 2.511416 1.903286 -5.726258 0.0264 -0.0138 -0.0144
C 3.329131 0.805457 -5.480386 -0.0218 -0.0612 0.0193
C 2.870294 -0.267430 -4.726545 0.0749 0.0663 0.0545
H 1.581657 -2.179676 -3.507345 0.0097 -0.0213 -0.0520
H 0.122665 -1.411186 -3.369584 -0.0027 -0.0044 0.0418
H -0.244659 0.853248 -4.041047 -0.0442 0.0083 0.0058
H 0.562126 2.749355 -5.405364 0.0185 -0.0401 0.0115
H 2.866280 2.726796 -6.333742 -0.0173 -0.0416 0.0442
H 4.330839 0.775734 -5.894065 -0.0503 -0.0089 0.0295
H 3.511421 -1.126141 -4.550463 -0.0189 0.0500 -0.0226
C 1.237639 5.682558 0.659286 -0.0211 -0.0676 0.0232
C 0.770635 5.022563 -0.471462 -0.0243 -0.0523 0.0351
C 0.141259 3.789446 -0.342497 0.0410 -0.0260 -0.0494
C -0.042549 3.198152 0.913002 0.0885 0.0133 -0.1307
C 0.428776 3.880818 2.037842 0.0300 -0.0184 0.0092
C 1.066616 5.109024 1.913809 -0.0037 -0.0081 -0.0487
Si -1.037377 1.621110 1.109821 -0.1886 0.7815 0.1217
C -2.838198 2.146676 0.940937 -0.1671 -0.0970 0.0463
C -3.254529 3.128430 0.033225 0.0479 0.2208 0.3083
C -4.571957 3.563698 0.000807 0.2074 0.2529 0.3519
C -5.511224 3.020330 0.869483 0.0377 0.0076 0.1608
C -5.124061 2.050219 1.781104 0.0317 0.0930 -0.0280
C -3.799955 1.625750 1.816494 0.0770 0.0181 0.0241
H 1.726593 6.644197 0.563388 -0.0185 -0.0294 0.0069
H 0.884631 5.474534 -1.450665 -0.0048 -0.0301 0.0436
H -0.220897 3.287545 -1.240155 0.0106 0.0657 0.0951
H 0.297216 3.447441 3.026075 -0.0045 0.0569 -0.0711
H 1.423140 5.623678 2.797793 -0.0117 -0.0130 -0.0263
H -1.006613 1.259018 2.557933 0.1002 -0.1511 0.0355
H -2.541734 3.584924 -0.642907 -0.0115 0.0086 0.0979
H -4.866930 4.330013 -0.706881 0.0683 0.0500 0.1603
H -6.539286 3.360611 0.840083 0.0335 -0.0177 -0.0020
H -5.843731 1.638212 2.478227 0.0134 0.0104 -0.0305
H -3.507677 0.914292 2.588347 -0.0231 0.0585 -0.0415
C -5.947259 -1.279638 -1.986983 0.1066 -0.0450 0.0269
S -5.253998 -0.211766 -0.692530 -0.1162 -0.1755 -0.0174
C -4.441424 0.959440 -1.712750 0.0558 -0.1259 -0.1466
C -3.137251 0.956924 -2.051068 0.1860 0.1792 -0.1240
S -1.963368 -0.296191 -1.741354 -0.1159 -0.1275 -0.1025
S -2.643675 2.269432 -3.094673 0.1478 -0.1382 -0.0930
C -4.177583 3.059464 -3.267754 -0.0775 -0.0863 0.0656
S -4.406517 4.417551 -4.135743 -0.0122 0.1147 -0.0041
S -5.416460 2.246320 -2.375446 -0.1705 -0.4072 -0.5810
H -6.598465 -2.001356 -1.493036 0.0272 0.0272 -0.0214
H -5.147607 -1.796833 -2.515992 -0.0538 0.0066 -0.0102
H -6.538513 -0.684371 -2.679246 -0.0040 -0.0260 -0.0043
```
Forces are in eV/Å.

=====

[2]
Entry from OMol25: a structure of composition C8H3NO5PdS (ωB97M-V/def2-TZVPD).

Summary:
molecular weight: 331.60 g/mol
E_HOMO (spin up / spin down): -17.070 / -17.377 eV
LUMO level (spin up / spin down): -8.165 / -9.004 eV
charge: +2
multiplicity: 3

Geometry as XYZ:
```
19
Properties=species:S:1:pos:R:3:forces:R:3
O -2.171584 0.108391 -2.340964 3.8469 -0.1953 4.1426
C -1.380562 0.068315 -1.489012 -5.6380 0.2865 -6.0715
Pd 0.001824 -0.002601 -0.001284 -0.1647 0.0637 -0.1080
O 0.316877 3.152371 -0.150528 -0.2835 -2.9971 0.1307
C 0.213594 2.020471 -0.089018 0.6959 5.6557 -0.1374
C -0.192772 -2.020416 0.105236 -0.4797 -5.6873 0.4078
O -0.314605 -3.151192 0.149959 0.2934 2.9635 -0.1262
C 1.486342 -0.213629 -1.369124 4.2895 -0.5778 -3.7817
O 2.305923 -0.332896 -2.150200 -2.1792 0.3284 2.0418
C -1.470623 0.208902 1.388791 -4.0478 0.5867 4.0221
O -2.306445 0.330993 2.152277 2.2150 -0.3404 -2.0673
S 3.429374 -0.794941 2.921594 -1.2317 1.1572 0.0516
C 2.434840 0.551048 3.479466 -0.5440 -0.2663 -0.9620
C 1.391230 0.809314 2.608890 1.6420 -0.9129 0.7342
N 1.432926 -0.064170 1.555822 1.0587 -1.1077 -0.1849
C 2.425397 -0.971426 1.549597 -0.4842 1.2771 1.0524
H 2.597032 1.117007 4.379723 0.4233 -0.2021 0.2279
H 0.609809 1.584093 2.690943 0.6557 -0.5615 0.0369
H 2.575355 -1.731009 0.764604 -0.0678 0.5294 0.5912
```
Forces are in eV/Å.